## 1
A single C3H3NO molecule. Source: OMol25; level of theory: ωB97M-V/def2-TZVPD.

```
! wB97M-V def2-TZVPD RIJCOSX def2/J DEFGRID3
* xyz 0 1
O 0.002 0.597 -0.195
N 3.117 -0.143 0.373
C 2.140 -0.002 -0.242
C 0.789 -0.316 -0.685
C -1.300 0.063 0.112
H -1.696 -0.512 -0.726
H -1.128 -0.593 0.966
H -1.924 0.905 0.398
*
```

Summary:
E_HOMO = -0.3589 Ha

## 2
A 2-piece molecular cluster, C3H3NO overall. Source: OMol25; level of theory: ωB97M-V/def2-TZVPD.

```
! wB97M-V def2-TZVPD RIJCOSX def2/J DEFGRID3
* xyz 0 1
O -0.573 -2.141 0.978
N -0.643 -2.899 3.288
C 0.395 -0.480 0.070
C -0.527 -2.475 2.188
C -0.311 0.447 -0.380
H 1.501 -0.850 0.106
H -0.074 1.245 -1.024
H -1.381 0.415 -0.223
*
```

Summary:
E_HOMO (spin up / spin down) = -0.3536 / -0.3536 Ha

## 3
A 2-piece molecular cluster, C3H3NO overall. Source: OMol25; level of theory: ωB97M-V/def2-TZVPD.

```
! wB97M-V def2-TZVPD RIJCOSX def2/J DEFGRID3
* xyz 0 1
O 2.879 0.594 0.115
N -1.699 1.101 -0.445
C 1.915 0.023 -0.134
C -2.414 0.764 0.343
C 0.922 -0.755 -0.364
H 0.602 -1.073 0.583
H -2.966 0.383 1.233
H 0.760 -1.037 -1.331
*
```

Summary:
E_HOMO = -0.3347 Ha
Structure (SMILES) = C=C=O.C#N

Which of them is most stable? Easy: 3.

## 1
A 2-piece molecular cluster, CH2N3 overall. Source: OMol25; level of theory: ωB97M-V/def2-TZVPD.

```
! wB97M-V def2-TZVPD RIJCOSX def2/J DEFGRID3
* xyz 1 1
N -1.303 -1.108 -2.131
N -0.825 -0.534 -1.334
N 1.052 0.283 1.111
C 0.077 0.467 0.568
H 1.802 0.143 1.754
H -0.802 0.749 0.032
*
```

Summary:
E_HOMO = -0.7146 Ha

## 2
A 2-piece molecular cluster, CH2N3 overall. Source: OMol25; level of theory: ωB97M-V/def2-TZVPD.

```
! wB97M-V def2-TZVPD RIJCOSX def2/J DEFGRID3
* xyz 1 1
N -0.159 -0.650 -0.853
N 0.610 -2.179 0.685
N 0.229 -1.377 0.031
C -0.286 1.172 -0.057
H -0.432 1.982 -0.735
H 0.039 1.052 0.929
*
```

Summary:
E_HOMO (spin up / spin down) = -0.6800 / -0.6218 Ha

Which of them is most stable? Easy: 1.

## 1
C3H11N3 as an isolated structure. Source: OMol25; level of theory: ωB97M-V/def2-TZVPD.

```
! wB97M-V def2-TZVPD RIJCOSX def2/J DEFGRID3
* xyz 0 1
N -0.235 -0.742 0.971
N -0.170 1.486 1.061
N 0.536 0.641 -0.898
C 0.455 0.341 0.449
C 1.123 -0.527 -1.591
C -1.588 -1.043 0.227
H 1.656 -0.287 -2.644
H 0.121 1.703 2.229
H -0.396 0.933 -1.398
H 0.214 -1.249 -1.986
H 1.843 -1.301 -0.933
H -2.131 -0.137 0.348
H -1.989 -1.899 0.766
H 1.340 0.224 0.776
H 0.264 -1.618 1.057
H -0.193 2.495 0.273
H -1.592 -1.184 -0.941
*
```

Summary:
E_HOMO = -0.3109 Ha

## 2
A 2-piece molecular cluster, C3H11N3 overall. Source: OMol25; level of theory: ωB97M-V/def2-TZVPD.

```
! wB97M-V def2-TZVPD RIJCOSX def2/J DEFGRID3
* xyz 0 1
N 3.238 2.443 -0.035
N 1.275 3.547 -0.644
N -1.820 -2.732 0.075
C -1.676 -3.000 1.513
C 2.535 3.393 -0.740
C -3.160 -2.846 -0.461
H 1.101 4.540 -0.791
H -3.234 -2.323 -1.404
H 4.222 2.579 -0.197
H -3.857 -2.378 0.234
H -3.469 -3.882 -0.669
H -1.726 -2.065 2.073
H -1.179 -3.303 -0.452
H 3.116 4.089 -1.345
H 2.962 2.317 0.924
H -2.490 -3.631 1.863
H -0.693 -3.453 1.616
*
```

Summary:
E_HOMO = -0.3082 Ha
Structure (SMILES) = [H]/N=C/N.CNC

Which of them is most stable? Easy: 2.

## 1
A single C3H11N3 molecule. Source: OMol25; level of theory: ωB97M-V/def2-TZVPD.

```
! wB97M-V def2-TZVPD RIJCOSX def2/J DEFGRID3
* xyz 0 1
N 1.243 -0.757 -0.427
N 1.140 -0.112 -1.701
N 2.520 -0.636 0.214
C -1.163 0.052 -0.013
C -2.286 0.560 0.901
C 0.204 0.018 0.644
H -1.308 0.481 -0.942
H 1.450 0.780 -1.859
H -2.231 1.649 1.155
H 0.701 0.910 1.035
H -2.293 -0.185 1.830
H 2.908 0.216 -0.108
H 0.110 -0.669 1.473
H 0.514 -0.473 -2.363
H 3.116 -1.420 -0.079
H -3.316 0.575 0.441
H -1.309 -0.988 -0.200
*
```

Summary:
E_HOMO = -0.3145 Ha
Structure (SMILES) = CCCN(N)N

## 2
A 2-piece molecular cluster, C3H11N3 overall. Source: OMol25; level of theory: ωB97M-V/def2-TZVPD.

```
! wB97M-V def2-TZVPD RIJCOSX def2/J DEFGRID3
* xyz 0 1
N 0.271 0.499 -0.886
N 1.872 0.519 2.179
N -0.414 -0.509 -1.187
C -1.594 -0.853 -0.374
C -0.066 -1.228 -2.254
C -0.269 1.371 0.210
H -1.887 -1.868 -0.505
H 2.061 -0.006 1.378
H 2.131 -0.205 2.956
H -1.279 -0.659 0.644
H -0.321 -2.292 -2.458
H 2.409 1.321 2.257
H 0.548 1.921 0.746
H -2.407 -0.197 -0.587
H -0.909 2.069 -0.254
H -0.810 0.925 1.058
H 0.664 -0.807 -2.923
*
```

Summary:
E_HOMO = -0.2598 Ha

## 3
C3H11N3 as an isolated structure. Source: OMol25; level of theory: ωB97M-V/def2-TZVPD.

```
! wB97M-V def2-TZVPD RIJCOSX def2/J DEFGRID3
* xyz 0 1
N 1.384 0.395 -0.329
N 2.470 0.661 0.519
N 1.443 -0.944 -0.769
C -1.156 1.190 -0.564
C -1.694 -1.052 0.525
C -1.245 0.368 0.547
H -1.210 2.265 -0.422
H 0.510 -1.241 -1.035
H -1.636 0.859 -1.481
H -2.567 -1.191 1.170
H 3.016 -0.155 0.788
H -0.917 -1.724 0.905
H -1.965 -1.371 -0.483
H 2.108 1.096 1.365
H -0.961 0.764 1.515
H 2.083 -1.009 -1.560
H 0.338 1.090 -0.692
*
```

Summary:
E_HOMO (spin up / spin down) = -0.2284 / -0.2285 Ha

Which of them is most stable? Easy: 1.

## 1
A 2-piece molecular cluster, C3H11N3 overall. Source: OMol25; level of theory: ωB97M-V/def2-TZVPD.

```
! wB97M-V def2-TZVPD RIJCOSX def2/J DEFGRID3
* xyz 0 1
N -1.779 -1.202 0.356
N -1.702 -3.079 -1.200
N 2.278 2.034 -0.360
C -1.075 -1.815 -0.813
C 1.562 2.806 1.817
C 1.315 2.371 0.572
H -0.053 -2.054 -0.520
H 2.088 1.174 -0.850
H -2.183 -3.546 -0.463
H -2.613 -1.784 0.426
H 2.461 3.406 1.918
H -1.124 -1.091 -1.627
H 3.223 1.944 -0.015
H 0.289 2.214 0.251
H -2.279 -0.409 -0.037
H 0.944 2.439 2.619
H -1.354 -3.407 -2.076
*
```

Summary:
E_HOMO = -0.2882 Ha
Structure (SMILES) = C=CN.NCN

## 2
A 2-piece molecular cluster, C3H11N3 overall. Source: OMol25; level of theory: ωB97M-V/def2-TZVPD.

```
! wB97M-V def2-TZVPD RIJCOSX def2/J DEFGRID3
* xyz 0 1
N 0.940 -0.258 -2.291
N 1.500 -0.671 -1.106
N 0.737 0.103 0.230
C -0.991 0.964 1.788
C 2.304 -1.670 -1.085
C -2.261 0.691 1.010
H 2.856 -1.851 -0.177
H 1.212 1.009 0.214
H -2.197 1.115 0.010
H -0.704 2.011 1.774
H 0.815 -1.000 -2.974
H -1.053 0.612 2.822
H -0.112 0.269 1.398
H -2.440 -0.380 0.915
H -3.128 1.133 1.507
H 0.081 0.241 -2.092
H 2.441 -2.319 -1.943
*
```

Summary:
E_HOMO = -0.3030 Ha

## 3
A 2-piece molecular cluster, C3H11N3 overall. Source: OMol25; level of theory: ωB97M-V/def2-TZVPD.

```
! wB97M-V def2-TZVPD RIJCOSX def2/J DEFGRID3
* xyz 0 1
N 0.217 -0.766 2.021
N 0.154 1.202 -1.126
N -0.213 -2.083 0.059
C 0.588 -2.014 1.329
C -0.970 1.732 -1.888
C 0.701 1.984 -0.266
H 0.288 -2.932 1.933
H 1.720 -2.076 1.085
H -0.078 -2.937 -0.560
H 1.664 1.641 0.185
H -0.738 2.282 -2.803
H 0.033 -1.382 -0.633
H -1.598 1.098 -2.453
H 0.402 2.873 0.179
H -1.566 2.382 -1.239
H -0.424 -0.894 2.786
H -0.180 -0.109 1.391
*
```

Summary:
E_HOMO = -0.3298 Ha
Structure (SMILES) = C=NC.NCN

## 4
A 2-piece molecular cluster, C3H11N3 overall. Source: OMol25; level of theory: ωB97M-V/def2-TZVPD.

```
! wB97M-V def2-TZVPD RIJCOSX def2/J DEFGRID3
* xyz 0 1
N -1.560 0.496 -1.533
N 2.232 0.816 0.238
N -1.628 -0.007 0.902
C -2.277 0.611 -0.269
C 1.838 -0.511 -0.033
C 1.115 -1.397 0.629
H -0.796 -0.494 0.530
H -3.254 0.154 -0.452
H 1.208 -2.437 0.344
H -1.066 0.728 1.342
H -2.407 1.671 -0.043
H -0.593 0.797 -1.519
H 3.088 1.035 -0.253
H 2.430 0.966 1.219
H -1.525 -0.486 -1.776
H 0.934 -1.160 1.679
H 2.261 -0.783 -1.007
*
```

Summary:
E_HOMO = -0.3234 Ha
Structure (SMILES) = C=CN.NCN

Which of them is most stable? Easy: 4.

## 1
C6H10O4 as an isolated structure. Source: OMol25; level of theory: ωB97M-V/def2-TZVPD.

```
! wB97M-V def2-TZVPD RIJCOSX def2/J DEFGRID3
* xyz 0 1
O -0.730 0.587 -0.165
O 1.045 -0.967 -1.222
O 1.620 -1.279 1.629
O 1.548 0.936 1.868
C 1.121 -0.065 1.345
C 1.069 0.098 -0.711
C 1.658 1.408 -1.073
C -0.762 -0.228 1.060
C -1.292 -1.505 1.001
C -1.764 0.387 -1.140
H -2.731 0.600 -0.686
H -1.177 -2.130 0.128
H 1.218 1.738 -2.017
H -1.744 -0.632 -1.528
H -1.059 0.407 1.890
H 2.736 1.284 -1.175
H -1.560 1.098 -1.939
H -1.719 -1.940 1.890
H 1.445 2.131 -0.290
H 1.077 -1.927 1.135
*
```

Summary:
E_HOMO (spin up / spin down) = -0.2826 / -0.2850 Ha

## 2
A single C6H10O4 molecule. Source: OMol25; level of theory: ωB97M-V/def2-TZVPD.

```
! wB97M-V def2-TZVPD RIJCOSX def2/J DEFGRID3
* xyz 0 1
O 1.007 0.697 -2.084
O -1.373 1.484 -1.303
O -1.258 -1.163 1.717
O 1.047 1.502 0.661
C 0.151 -0.270 -1.397
C 1.141 -1.061 -0.577
C -0.001 -0.457 1.590
C -0.857 0.427 -0.536
C 0.975 -1.242 0.720
C -0.178 0.838 0.769
H -0.861 1.501 1.323
H -2.168 1.851 -0.971
H 0.404 1.185 -2.619
H 2.052 -1.474 -0.995
H 1.486 -2.158 1.184
H 0.383 -0.182 2.536
H -0.477 -0.950 -2.004
H -1.592 -0.312 -0.303
H 1.376 1.488 -0.247
H -1.255 -1.701 2.536
*
```

Summary:
E_HOMO = -0.3366 Ha
Structure (SMILES) = O[C@@H]1[C@H](O)[C@@H](O)C=C[C@@H]1O

Which of them is most stable? Easy: 2.